Here is a molecular structure, C53H95B2F6Hg2N5O21P from the Open Molecules 2025 dataset. Energies are from wB97M-V/def2-TZVPD.

Computed properties:
- HOMO-LUMO gap (eV) = 1.6
- charge = +1
- DFT total energy (a.u.) = -5227.123612

Geometry (Å):
Hg  -20.516  -25.231  21.042
Hg  -18.027  -17.736  25.226
O  -16.034  -24.009  20.011
C  -16.170  -23.587  21.110
O  -15.388  -22.842  21.775
B  -15.925  -22.343  23.086
O  -17.255  -23.049  23.145
C  -17.516  -23.634  21.894
O  -18.557  -24.279  21.673
O  -16.185  -20.852  23.108
C  -15.930  -20.324  24.306
O  -16.127  -19.226  24.785
C  -15.065  -21.449  24.954
O  -15.052  -22.540  24.253
O  -14.371  -21.387  26.035
O  -17.745  -17.959  23.070
C  -18.561  -18.357  22.206
O  -19.751  -19.024  22.315
B  -20.248  -19.544  21.042
O  -19.345  -18.912  20.044
C  -18.414  -18.183  20.653
O  -17.511  -17.488  20.180
O  -19.997  -21.014  20.977
C  -21.199  -21.671  20.826
O  -21.323  -22.924  20.813
C  -22.293  -20.549  20.726
O  -21.696  -19.431  20.815
O  -23.500  -20.709  20.598
P  -20.920  -18.554  25.723
F  -21.893  -19.451  24.814
F  -22.257  -17.742  26.085
F  -21.042  -19.740  26.793
F  -19.880  -17.731  26.689
F  -19.538  -19.344  25.267
F  -20.413  -17.534  24.484
C  -19.622  -15.071  19.220
C  -20.634  -14.570  18.132
C  -20.533  -13.070  17.610
C  -19.459  -12.617  16.567
C  -19.836  -13.620  15.463
C  -19.778  -15.217  15.833
N  -20.669  -15.415  16.987
O  -20.663  -16.746  17.282
C  -20.300  -15.895  14.609
C  -18.263  -15.571  16.075
C  -21.969  -14.773  18.878
H  -18.595  -15.101  18.855
H  -19.872  -16.101  19.475
H  -19.652  -14.556  20.181
H  -21.425  -12.549  17.263
H  -20.286  -12.445  18.468
H  -18.466  -12.747  16.998
H  -19.713  -11.571  16.394
H  -19.275  -13.430  14.548
H  -20.756  -13.247  15.013
H  -19.842  -15.454  13.724
H  -19.959  -16.930  14.627
H  -21.381  -15.991  14.500
H  -17.581  -15.589  15.226
H  -17.758  -14.932  16.799
H  -18.109  -16.626  16.302
H  -22.786  -14.304  18.330
H  -21.890  -14.112  19.742
H  -22.207  -15.774  19.238
H  -21.403  -17.178  16.848
C  -24.852  -22.357  16.018
C  -23.901  -21.164  15.770
C  -22.353  -21.742  15.802
C  -21.819  -22.510  14.567
C  -22.223  -21.804  13.254
C  -23.724  -21.221  13.119
N  -24.063  -20.524  14.425
O  -25.213  -19.790  14.321
C  -23.701  -20.287  11.879
C  -24.741  -22.406  12.726
C  -24.129  -19.938  16.781
H  -25.924  -22.160  16.028
H  -24.705  -22.816  16.996
H  -24.472  -23.149  15.372
H  -21.644  -20.930  15.960
H  -22.341  -22.331  16.720
H  -22.234  -23.516  14.509
H  -20.732  -22.551  14.645
H  -21.913  -22.368  12.374
H  -21.628  -20.892  13.214
H  -24.670  -20.005  11.467
H  -23.255  -19.359  12.238
H  -23.081  -20.587  11.034
H  -24.724  -23.302  13.345
H  -25.728  -21.945  12.694
H  -24.571  -22.671  11.683
H  -23.910  -20.321  17.778
H  -25.102  -19.447  16.782
H  -23.387  -19.154  16.626
H  -24.953  -18.872  14.417
C  -27.153  -16.405  26.379
C  -26.595  -17.108  25.170
C  -27.773  -17.236  24.150
C  -27.357  -17.695  22.758
C  -26.327  -16.809  22.171
C  -25.065  -16.597  23.118
N  -25.542  -16.269  24.486
O  -24.592  -15.914  25.301
C  -24.080  -17.738  22.858
C  -24.328  -15.375  22.565
C  -26.109  -18.539  25.613
H  -26.452  -16.385  27.213
H  -27.978  -17.008  26.757
H  -27.431  -15.413  26.021
H  -28.397  -18.071  24.470
H  -28.334  -16.303  24.204
H  -28.154  -17.773  22.018
H  -26.930  -18.681  22.946
H  -26.743  -15.831  21.934
H  -25.981  -17.268  21.245
H  -24.428  -18.733  23.134
H  -23.529  -17.812  21.920
H  -23.299  -17.538  23.592
H  -23.415  -15.160  23.121
H  -23.941  -15.514  21.556
H  -24.939  -14.489  22.394
H  -26.507  -18.995  26.520
H  -25.038  -18.416  25.770
H  -26.429  -19.341  24.947
H  -23.905  -16.576  25.198
C  -17.014  -23.951  14.224
C  -16.559  -22.672  15.106
C  -17.110  -21.528  14.259
C  -17.254  -20.186  14.990
C  -18.145  -20.507  16.124
C  -17.642  -21.583  17.139
N  -17.315  -22.756  16.398
O  -16.712  -23.755  17.236
C  -16.522  -21.011  18.103
C  -18.958  -21.787  17.926
C  -14.938  -22.656  15.125
H  -16.937  -23.624  13.187
H  -17.955  -24.384  14.563
H  -16.393  -24.816  14.459
H  -16.554  -21.329  13.342
H  -18.142  -21.753  13.989
H  -17.699  -19.306  14.525
H  -16.307  -19.808  15.375
H  -19.073  -20.832  15.656
H  -18.464  -19.551  16.539
H  -16.596  -19.927  18.190
H  -16.686  -21.262  19.151
H  -15.545  -21.345  17.752
H  -19.462  -20.852  18.173
H  -19.689  -22.183  17.221
H  -18.768  -22.392  18.813
H  -14.478  -23.109  16.003
H  -14.623  -21.613  15.137
H  -14.524  -23.183  14.265
H  -16.040  -23.272  17.722
C  -18.325  -27.132  19.727
C  -18.931  -27.054  18.359
C  -19.699  -28.396  18.073
C  -20.591  -28.295  16.885
C  -21.609  -27.222  16.985
C  -21.091  -25.838  17.356
N  -19.993  -25.953  18.434
O  -19.420  -24.800  18.868
C  -20.619  -25.267  15.975
C  -22.275  -24.930  17.912
C  -17.807  -26.831  17.249
H  -17.907  -26.165  20.006
H  -17.566  -27.913  19.678
H  -19.130  -27.421  20.403
H  -19.013  -29.238  17.983
H  -20.310  -28.519  18.968
H  -21.059  -29.247  16.635
H  -19.950  -28.010  16.052
H  -22.301  -27.363  17.815
H  -22.305  -27.244  16.147
H  -20.004  -24.384  16.145
H  -20.064  -25.941  15.323
H  -21.480  -25.043  15.345
H  -22.658  -25.496  18.761
H  -21.874  -23.946  18.154
H  -23.190  -25.006  17.324
H  -18.047  -26.132  16.448
H  -17.431  -27.656  16.644
H  -16.918  -26.405  17.714
H  -19.048  -24.499  18.036